(1)
66
Properties=species:S:1:pos:R:3:nbo_charge:R:1 method="wB97M-V/def2-TZVPD" smiles="CCOC(=O)C1=C(C)NC2=C(C(=O)[C@H](C(=O)OCC)[C@@H](c3cccc(OC)c3)C2)[C@@H]1c1ccccn1" gap_ha=0.307 total_charge=0 e_above_lowest_ev=0.227 energy_ha=-1645.97761
C -5.872 -0.314 1.034 -0.63
C -5.202 1.052 1.108 -0.07
H -5.141 1.404 2.140 0.19
H -5.749 1.777 0.496 0.20
O -3.856 0.981 0.654 -0.52
C -3.650 1.112 -0.673 0.78
O -4.541 1.378 -1.451 -0.63
C -2.247 0.887 -1.014 -0.20
C -1.822 0.860 -2.296 0.31
N -0.499 0.596 -2.571 -0.57
C 0.467 0.560 -1.608 0.31
C 0.125 0.582 -0.299 -0.17
C 1.115 0.705 0.743 0.57
O 0.874 0.593 1.930 -0.56
C 2.511 1.122 0.265 -0.40
C 2.407 2.627 0.096 0.82
O 1.955 3.187 -0.872 -0.61
O 2.854 3.255 1.177 -0.50
C 2.731 4.680 1.196 -0.07
C 3.106 5.170 2.581 -0.62
H 3.012 6.251 2.624 0.22
H 4.130 4.891 2.812 0.21
H 2.449 4.724 3.322 0.22
H 3.393 5.099 0.429 0.18
H 1.700 4.947 0.939 0.19
H 3.221 0.919 1.071 0.26
C 2.952 0.435 -1.034 -0.21
C 3.385 -0.986 -0.754 -0.01
C 2.471 -1.945 -0.332 -0.29
C 2.894 -3.239 -0.054 0.32
C 4.239 -3.577 -0.217 -0.25
C 5.140 -2.626 -0.643 -0.19
C 4.719 -1.333 -0.907 -0.25
H 5.434 -0.592 -1.233 0.21
H 6.180 -2.889 -0.766 0.21
H 4.545 -4.587 0.002 0.22
O 2.083 -4.241 0.379 -0.49
C 0.730 -3.946 0.625 -0.26
H 0.210 -3.644 -0.290 0.18
H 0.289 -4.867 1.001 0.20
H 0.619 -3.158 1.376 0.19
H 1.436 -1.671 -0.217 0.22
C 1.871 0.528 -2.122 -0.45
H 2.025 1.447 -2.694 0.25
H 1.981 -0.317 -2.809 0.23
H 3.833 0.973 -1.401 0.22
C -1.327 0.510 0.127 -0.29
C -1.703 -0.884 0.589 0.25
N -2.015 -1.751 -0.366 -0.46
C -2.431 -2.955 -0.015 0.02
C -2.552 -3.368 1.301 -0.23
C -2.191 -2.475 2.299 -0.19
C -1.757 -1.211 1.940 -0.25
H -1.465 -0.485 2.681 0.24
H -2.258 -2.757 3.340 0.22
H -2.916 -4.356 1.538 0.21
H -2.685 -3.614 -0.836 0.19
H -1.470 1.188 0.975 0.24
H -0.210 0.580 -3.538 0.40
C -2.682 1.121 -3.485 -0.65
H -3.599 0.540 -3.418 0.26
H -2.981 2.168 -3.509 0.25
H -2.160 0.877 -4.408 0.20
H -5.935 -0.637 -0.002 0.22
H -6.874 -0.256 1.450 0.21
H -5.291 -1.044 1.594 0.21

***

(2)
27
Properties=species:S:1:pos:R:3:nbo_charge:R:1 method="wB97M-V/def2-TZVPD" gap_ha=0.383 total_charge=+2 e_above_lowest_ev=1.478 energy_ha=-440.47468
C -0.093 -1.509 -1.648 0.09
C -2.010 -0.431 0.520 0.41
C 1.778 0.789 0.186 -0.47
C 1.395 -1.292 1.496 -0.69
C 2.733 0.886 -1.077 -0.58
C -2.582 1.802 -0.406 -0.45
C 1.122 -0.535 0.292 0.49
N -2.212 -1.628 0.888 -0.68
N -2.782 0.383 -0.220 -0.51
N 0.304 -0.905 -0.597 -0.35
H 0.615 -2.124 -2.203 0.25
H -1.127 -1.556 -1.796 0.21
H 1.008 1.502 0.042 0.25
H -1.138 -0.010 0.839 0.20
H 2.128 1.043 1.104 0.24
H 1.907 -2.202 0.978 0.31
H 0.582 -1.857 1.921 0.26
H 2.058 -0.708 2.113 0.29
H 3.762 0.854 -0.773 0.26
H 2.506 0.074 -1.779 0.21
H 2.533 1.795 -1.557 0.25
H -2.855 2.380 0.466 0.24
H -3.362 2.276 -0.990 0.27
H -1.633 2.072 -0.605 0.21
H -2.984 -2.013 0.471 0.42
H -1.542 -2.258 1.341 0.45
H -3.707 0.067 -0.539 0.44

***

(3)
14
Properties=species:S:1:pos:R:3:nbo_charge:R:1 method="wB97M-V/def2-TZVPD" gap_ha=0.320 total_charge=0 e_above_lowest_ev=4.173 energy_ha=-303.73878
C -0.960 0.394 -0.478 0.12
C -1.054 1.409 0.616 -0.67
N 2.335 -0.914 -0.015 -0.66
C 0.251 -0.359 -0.677 0.00
O -1.479 -1.319 -0.069 -0.80
N 1.257 -0.138 0.134 -0.27
H -1.330 -1.352 0.885 0.45
H -1.512 0.615 -1.391 0.21
H 3.157 -0.589 0.467 0.38
H 2.290 -1.734 -0.614 0.36
H 0.332 -1.013 -1.547 0.18
H -2.080 1.439 0.990 0.23
H -0.415 1.165 1.462 0.24
H -0.791 2.397 0.239 0.24

***

(4)
13
Properties=species:S:1:pos:R:3:nbo_charge:R:1 method="wB97M-V/def2-TZVPD" smiles="C=C/C(C)=C/F" gap_ha=0.366 total_charge=0 e_above_lowest_ev=0.741 energy_ha=-294.52634
C -0.636 1.688 0.134 -0.63
C -0.032 0.337 -0.095 -0.15
C -0.673 -0.803 -0.183 0.25
C 1.424 0.299 -0.207 -0.19
C 2.162 -0.721 0.207 -0.39
H -0.430 2.319 -0.708 0.22
H -0.149 2.233 0.973 0.22
H -1.724 1.671 0.291 0.23
H -0.117 -1.756 -0.466 0.17
H 1.904 1.222 -0.679 0.21
H 3.224 -0.640 0.107 0.20
H 1.721 -1.561 0.745 0.20
F -1.989 -0.921 0.067 -0.33